[1]
{
  "formula": "C14H12Cl4CuNO2SSi",
  "method": "ωB97M-V/def2-TZVPD",
  "species": ["Cu", "C", "Si", "C", "C", "C", "C", "C", "C", "N", "C", "S", "H", "H", "H", "H", "H", "H", "H", "H", "H", "H", "H", "H", "Cl", "C", "C", "Cl", "C", "Cl", "C", "O", "C", "O", "C", "Cl"],
  "coordinates": [[-1.271, -1.559, -0.218], [0.707, 4.178, -1.821], [1.077, 3.950, 0.045], [2.862, 4.747, 0.248], [-0.141, 4.929, 1.017], [1.123, 2.045, 0.354], [2.282, 1.394, 0.604], [2.460, -0.015, 0.561], [1.359, -0.747, 0.196], [0.161, -0.151, 0.162], [-0.035, 1.217, 0.226], [-1.631, 1.731, 0.248], [0.686, 5.259, -2.019], [-0.240, 3.712, -2.030], [1.513, 3.750, -2.334], [2.685, 5.850, 0.451], [3.449, 4.613, -0.652], [3.513, 4.283, 1.065], [-0.143, 4.383, 2.034], [-1.105, 4.982, 0.642], [0.296, 5.937, 1.232], [3.230, 1.974, 0.766], [3.483, -0.430, 0.642], [1.442, -1.756, -0.142], [-1.981, -8.360, 0.377], [-2.121, -6.667, 0.124], [-3.389, -6.169, 0.000], [-4.812, -7.204, 0.127], [-3.529, -4.794, -0.276], [-5.113, -4.137, -0.528], [-2.489, -3.889, -0.314], [-2.745, -2.658, -0.609], [-1.106, -4.434, -0.123], [-0.158, -3.524, -0.201], [-0.963, -5.845, 0.140], [0.645, -6.595, 0.006]],
  "forces_ev_per_a": [[0.7, 1.0, 0.1], [-0.4, 1.1, 2.0], [0.6, -1.1, -1.3], [-0.4, -0.2, 1.5], [2.5, -0.1, 3.2], [-0.8, 1.3, -0.1], [2.8, -0.5, 0.3], [0.9, 0.8, -0.2], [0.3, 1.4, 0.3], [-0.8, -0.6, -1.0], [0.4, -1.6, 0.5], [-0.5, 0.9, -0.2], [-0.2, -0.2, -0.2], [-0.4, -0.2, -0.3], [1.0, -0.8, -1.1], [0.5, -1.2, -0.2], [0.0, 0.2, -0.4], [-1.0, 0.8, -0.8], [-0.4, 0.9, -1.3], [-1.8, 0.0, -0.7], [-0.5, -0.5, -0.3], [-0.9, -0.4, -0.1], [-0.8, 0.1, 0.0], [-0.4, -0.8, 0.3], [0.5, -0.9, 0.2], [0.3, -0.1, 0.4], [-0.1, 0.4, -0.3], [0.4, 0.3, 0.0], [-0.6, -0.4, 0.3], [-0.4, 0.0, -0.1], [0.2, -1.1, -0.2], [0.6, 0.0, 0.2], [0.9, 1.5, 0.2], [-1.0, -2.0, 0.2], [-0.5, 1.3, -1.1], [-0.6, 0.5, 0.3]],
  "multiplicity": 1,
  "total_charge": -2,
  "gap_ev": 5.31
}

***

[2]
{
  "formula": "C14H12Cl8",
  "method": "ωB97M-V/def2-TZVPD",
  "species": ["C", "Cl", "Cl", "Cl", "Cl", "C", "Cl", "Cl", "Cl", "Cl", "C", "C", "C", "C", "C", "C", "H", "H", "H", "H", "H", "H", "C", "C", "C", "C", "C", "C", "H", "H", "H", "H", "H", "H"],
  "coordinates": [[1.757, 0.962, -0.930], [0.983, 1.996, 0.307], [1.090, -0.729, -0.938], [1.546, 1.707, -2.534], [3.540, 0.868, -0.485], [4.761, -1.782, -2.087], [5.608, -3.121, -2.802], [4.083, -2.366, -0.576], [5.852, -0.378, -1.921], [3.462, -1.469, -3.170], [-2.208, 0.773, -1.166], [-2.247, -0.124, -2.237], [-2.055, 0.433, -3.503], [-1.862, 1.824, -3.684], [-1.856, 2.664, -2.568], [-1.938, 2.078, -1.320], [-2.238, 0.305, -0.193], [-2.187, -1.200, -2.168], [-2.030, -0.306, -4.291], [-1.750, 2.216, -4.684], [-1.577, 3.696, -2.723], [-1.822, 2.672, -0.426], [-0.934, -0.870, 5.034], [-1.987, -1.067, 4.156], [-1.839, -0.967, 2.764], [-0.583, -0.835, 2.300], [0.539, -0.864, 3.211], [0.384, -0.806, 4.593], [-1.120, -0.873, 6.098], [-2.979, -1.026, 4.579], [-2.651, -1.003, 2.053], [-0.341, -0.773, 1.249], [1.476, -0.724, 2.691], [1.125, -0.909, 5.372]],
  "forces_ev_per_a": [[0.6, -0.1, 0.4], [0.2, -0.6, -0.4], [0.2, 1.3, 0.1], [0.2, -0.4, 0.7], [-1.7, 0.4, -0.3], [0.3, -0.3, 0.1], [1.2, -0.7, -0.3], [0.3, 0.2, 0.7], [0.1, -0.7, -0.1], [-0.9, 1.0, -0.8], [0.1, -3.2, 0.5], [0.8, 1.6, -1.0], [-0.1, 0.1, 0.3], [-0.7, -0.9, 0.4], [0.9, -0.7, -1.3], [-0.4, 2.1, 0.5], [-0.1, 0.3, 0.4], [-0.5, 0.0, 0.4], [0.1, 0.4, -0.6], [0.1, 0.1, 0.0], [-0.3, 0.2, 0.3], [0.0, 0.2, 0.0], [-0.3, -0.7, 0.0], [-0.8, 1.4, 0.1], [-0.6, -0.4, 0.8], [2.9, -0.3, 0.9], [-0.7, 1.1, -1.1], [-0.9, -0.9, -0.9], [-0.2, 0.0, 0.1], [-0.2, -0.4, 0.0], [-0.4, 0.0, 0.3], [-0.2, 0.0, 0.0], [0.5, -0.3, 0.4], [0.6, 0.5, -0.5]],
  "multiplicity": 1,
  "total_charge": 0,
  "gap_ev": 9.09
}

***

[3]
{
  "formula": "C14H12ClN2S",
  "method": "ωB97M-V/def2-TZVPD",
  "species": ["N", "C", "C", "N", "C", "C", "C", "C", "C", "C", "S", "C", "C", "C", "C", "C", "C", "H", "H", "H", "H", "H", "H", "H", "H", "H", "H", "H", "H", "Cl"],
  "coordinates": [[3.348, -1.236, 1.016], [2.651, -0.249, 0.451], [1.891, -0.594, -0.916], [0.481, -0.095, -1.015], [0.219, 1.084, -0.164], [0.418, 2.522, -0.765], [0.115, 3.808, 0.066], [-0.403, 3.754, 1.548], [-0.605, 2.313, 2.169], [-0.299, 1.041, 1.318], [-0.569, -0.677, 2.012], [-1.182, -1.590, 0.498], [-2.282, -2.709, 0.575], [-2.723, -3.418, -0.758], [-2.038, -3.036, -2.122], [-0.956, -1.924, -2.153], [-0.524, -1.163, -0.849], [3.257, -2.098, 0.452], [2.699, 0.768, 0.965], [1.866, -1.725, -1.158], [2.496, -0.109, -1.781], [0.764, 2.568, -1.852], [0.283, 4.814, -0.449], [-0.659, 4.687, 2.163], [-0.985, 2.282, 3.248], [-2.763, -2.998, 1.581], [-3.552, -4.206, -0.683], [-2.313, -3.539, -3.118], [-0.465, -1.655, -3.153], [1.828, 3.384, 2.873]],
  "forces_ev_per_a": [[-1.6, 2.7, -1.5], [1.5, -3.5, 0.6], [0.9, 0.6, -0.6], [-1.2, -0.4, 2.1], [-0.9, 4.7, 1.8], [-1.4, -1.1, 3.3], [-0.8, -2.7, 1.4], [0.8, -3.9, -2.9], [0.5, 0.4, -3.7], [0.0, 2.4, -1.5], [-0.5, 0.6, -1.8], [-0.6, -0.7, -2.5], [1.5, 0.9, -3.7], [2.7, 2.6, 0.3], [1.0, 1.8, 3.1], [-1.7, -0.9, 3.0], [-2.6, -2.9, -0.7], [-0.2, 0.5, 0.3], [-0.4, -1.3, -1.0], [0.2, 1.8, 0.8], [-0.9, -0.6, 1.4], [-0.5, 0.1, 1.7], [-0.3, -1.6, 0.9], [0.6, -1.7, -1.2], [0.7, -0.3, -1.9], [0.9, 0.6, -1.9], [1.5, 1.3, -0.3], [0.3, 0.8, 1.9], [-0.8, -0.3, 1.8], [1.1, 0.2, 0.7]],
  "multiplicity": 1,
  "total_charge": -1,
  "gap_ev": 6.16
}

***

[4]
{
  "formula": "C14H12F3N3O3S",
  "method": "ωB97M-V/def2-TZVPD",
  "species": ["N", "N", "C", "O", "C", "C", "C", "C", "C", "S", "O", "O", "N", "C", "C", "C", "C", "C", "C", "F", "F", "F", "C", "C", "H", "H", "H", "H", "H", "H", "H", "H", "H", "H", "H", "H"],
  "coordinates": [[-4.761, -2.849, -1.507], [-3.958, -1.841, -0.937], [-3.213, -2.095, 0.164], [-3.097, -3.220, 0.615], [-2.545, -0.907, 0.776], [-2.229, -0.967, 2.131], [-1.603, 0.094, 2.763], [-1.262, 1.223, 2.036], [-1.553, 1.263, 0.686], [-1.007, 2.671, -0.274], [-1.567, 2.589, -1.587], [-1.145, 3.879, 0.476], [0.658, 2.407, -0.352], [1.190, 1.180, -0.714], [0.597, 0.438, -1.737], [1.117, -0.790, -2.096], [2.235, -1.303, -1.457], [2.831, -0.555, -0.453], [4.051, -1.052, 0.269], [3.859, -1.108, 1.602], [5.113, -0.244, 0.086], [4.436, -2.276, -0.109], [2.318, 0.677, -0.074], [-2.192, 0.223, 0.045], [-4.303, -3.218, -2.342], [-4.802, -3.610, -0.825], [-4.218, -0.903, -1.202], [-2.487, -1.863, 2.675], [-1.378, 0.039, 3.817], [-0.783, 2.072, 2.497], [1.153, 2.907, 0.370], [-0.256, 0.853, -2.247], [0.651, -1.355, -2.888], [2.642, -2.261, -1.736], [2.798, 1.242, 0.712], [-2.385, 0.316, -1.012]],
  "forces_ev_per_a": [[0.0, -0.1, 0.0], [-0.1, 0.0, -0.5], [0.0, -0.1, -0.3], [0.0, 0.0, 0.2], [0.2, 0.2, 0.2], [-0.1, -0.1, -0.2], [0.0, 0.1, -0.1], [0.0, 0.0, 0.1], [0.0, 0.5, -0.4], [0.6, -0.1, 0.3], [0.1, -0.3, 0.0], [0.1, -0.1, 0.3], [-0.9, 0.9, 0.1], [0.3, -0.9, -0.4], [0.1, 0.0, 0.0], [0.0, 0.0, 0.1], [0.1, 0.1, 0.1], [0.0, 0.0, -0.1], [0.3, -0.1, 0.2], [-0.2, 0.1, 0.1], [0.0, 0.2, -0.1], [-0.1, -0.2, -0.2], [-0.2, 0.0, -0.1], [-0.2, -0.2, 0.0], [0.0, 0.1, 0.3], [0.0, 0.2, -0.1], [0.0, -0.2, 0.3], [0.0, -0.1, 0.0], [0.0, 0.0, 0.1], [0.1, 0.1, 0.1], [-0.1, 0.1, 0.1], [0.0, 0.0, -0.1], [-0.1, 0.0, -0.1], [0.0, -0.1, 0.0], [0.0, 0.1, 0.1], [0.0, -0.1, -0.1]],
  "multiplicity": 1,
  "total_charge": 0,
  "gap_ev": 9.21
}

***

[5]
{
  "formula": "C14H12F5IN5OPdS2SeTe",
  "method": "ωB97M-V/def2-TZVPD",
  "species": ["Pd", "C", "S", "C", "S", "N", "N", "C", "C", "C", "C", "C", "C", "N", "H", "H", "H", "H", "H", "H", "H", "H", "F", "Te", "F", "F", "F", "F", "O", "I", "C", "C", "C", "C", "N", "C", "H", "H", "H", "H", "Se", "C", "N"],
  "coordinates": [[-1.105, 0.457, 0.335], [3.904, 0.447, 3.093], [2.305, 0.809, 3.832], [1.331, 0.735, 2.405], [-0.468, 1.015, 2.758], [1.818, 0.500, 1.259], [0.968, 0.514, 0.169], [1.559, 0.608, -0.962], [0.830, 0.605, -2.230], [1.516, 0.840, -3.409], [0.799, 0.834, -4.601], [-0.558, 0.587, -4.555], [-1.166, 0.355, -3.321], [-0.490, 0.362, -2.181], [4.609, 0.485, 3.921], [4.156, 1.201, 2.352], [3.906, -0.540, 2.639], [2.643, 0.692, -0.970], [2.581, 1.028, -3.396], [1.299, 1.019, -5.542], [-1.155, 0.571, -5.456], [-2.228, 0.153, -3.252], [-0.220, 1.406, 4.318], [-0.771, 3.394, 1.749], [-2.453, 3.278, 2.532], [1.040, 3.470, 1.299], [-1.082, 5.088, 1.157], [-0.197, 4.003, 3.394], [-1.194, 2.491, 0.233], [-1.607, -4.724, -2.411], [-1.221, -3.698, -0.652], [-0.902, -4.354, 0.525], [-0.667, -3.597, 1.662], [-0.755, -2.223, 1.588], [-1.057, -1.593, 0.445], [-1.290, -2.314, -0.655], [-0.843, -5.433, 0.557], [-0.425, -4.066, 2.605], [-0.605, -1.613, 2.466], [-1.549, -1.772, -1.551], [-3.509, 0.463, 0.653], [-3.799, -0.460, -0.904], [-3.949, -1.023, -1.901]],
  "forces_ev_per_a": [[0.0, 0.0, 0.1], [0.0, 0.0, 0.0], [0.0, 0.0, 0.1], [0.0, 0.0, -0.1], [0.0, -0.1, 0.1], [-0.1, 0.0, 0.0], [0.1, 0.0, -0.1], [0.0, 0.0, 0.0], [0.0, 0.0, 0.0], [0.0, 0.0, 0.0], [0.0, 0.0, 0.0], [0.0, 0.0, 0.0], [0.1, 0.0, 0.0], [0.0, 0.1, 0.0], [0.0, 0.0, 0.0], [0.0, 0.0, 0.0], [0.0, 0.0, 0.0], [0.0, 0.0, 0.0], [0.0, 0.0, 0.0], [0.0, 0.0, 0.0], [0.0, 0.0, 0.0], [0.0, 0.0, 0.0], [0.0, 0.0, 0.0], [0.0, 0.0, 0.0], [0.0, 0.0, 0.0], [0.0, 0.0, 0.0], [0.0, 0.0, 0.0], [0.0, 0.0, 0.0], [0.0, 0.0, -0.1], [0.0, 0.0, 0.0], [0.0, 0.0, 0.0], [0.0, 0.0, 0.0], [0.0, 0.0, 0.0], [-0.1, 0.0, 0.0], [0.0, 0.0, 0.1], [0.0, 0.0, 0.0], [0.0, 0.0, 0.0], [0.0, 0.0, 0.0], [0.0, 0.0, 0.0], [0.0, 0.0, 0.0], [0.0, -0.1, 0.1], [-0.1, 0.0, 0.0], [0.1, 0.0, 0.0]],
  "multiplicity": 1,
  "total_charge": 1,
  "gap_ev": 6.72
}

***

[6]
{
  "formula": "C14H12GaO2PSe4",
  "method": "ωB97M-V/def2-TZVPD",
  "species": ["Ga", "Se", "Se", "Se", "Se", "O", "C", "O", "C", "P", "C", "C", "C", "C", "C", "C", "C", "C", "C", "C", "C", "C", "H", "H", "H", "H", "H", "H", "H", "H", "H", "H", "H", "H"],
  "coordinates": [[-2.015, -0.484, -2.174], [-2.664, 1.738, -2.341], [-2.747, 1.670, -4.687], [-0.743, 0.595, -5.050], [-1.342, -1.487, -4.157], [-3.441, -2.046, 1.140], [-2.660, -1.840, 0.249], [-3.013, -1.533, -0.990], [-1.150, -1.946, 0.450], [-0.320, -0.543, -0.363], [-0.697, 0.884, 0.687], [-0.326, 2.149, 0.230], [-0.596, 3.275, 0.990], [-1.262, 3.149, 2.202], [-1.652, 1.897, 2.654], [-1.365, 0.765, 1.904], [1.448, -0.862, -0.197], [2.011, -1.852, -1.003], [3.353, -2.173, -0.878], [4.143, -1.496, 0.043], [3.590, -0.501, 0.834], [2.244, -0.179, 0.717], [-0.817, -2.841, -0.083], [-0.884, -2.053, 1.499], [0.163, 2.261, -0.731], [-0.305, 4.252, 0.626], [-1.488, 4.030, 2.789], [-2.185, 1.797, 3.591], [-1.688, -0.199, 2.273], [1.406, -2.369, -1.740], [3.782, -2.943, -1.506], [5.192, -1.743, 0.138], [4.205, 0.031, 1.548], [1.821, 0.598, 1.339]],
  "forces_ev_per_a": [[0.3, -0.3, 0.4], [-0.2, 0.5, 0.0], [-0.1, 0.1, 0.0], [0.1, 0.0, -0.1], [0.1, -0.4, -0.3], [0.1, -0.1, 0.1], [-0.1, 0.1, -0.4], [-0.1, 0.0, 0.1], [0.2, -0.1, 0.0], [-0.4, 0.2, 0.4], [0.1, 0.0, 0.1], [0.0, 0.1, 0.0], [0.0, 0.0, 0.0], [0.0, 0.0, 0.0], [0.0, 0.0, -0.1], [-0.1, 0.0, 0.0], [0.1, -0.1, -0.2], [0.0, 0.0, -0.1], [0.0, 0.0, 0.0], [0.0, 0.0, 0.0], [0.0, 0.0, 0.0], [0.0, 0.0, 0.1], [0.0, 0.0, 0.0], [0.0, 0.0, 0.0], [0.0, 0.0, 0.0], [0.0, 0.0, 0.0], [0.0, 0.0, 0.0], [0.0, 0.0, 0.0], [0.0, 0.0, 0.0], [0.0, 0.0, 0.0], [0.0, 0.0, 0.0], [0.0, 0.0, 0.0], [0.0, 0.0, 0.0], [0.0, 0.0, 0.0]],
  "multiplicity": 1,
  "total_charge": 0,
  "gap_ev": 8.00
}

***

What did we get for LUMO level? Answer: 4.475, -0.091, 2.744, -0.107, -4.901, -0.232 eV, in the order shown.